Entry 1:
The following is a quantum chemistry calculation of 5 unconnected molecules or ions with the total composition C20H25N5, from the Open Molecules 2025 dataset.

The geometry in XYZ format:
```
50
Properties=species:S:1:pos:R:3:forces:R:3
C 1.01135 0.99710 -5.01473 -2.247 0.281 1.086
C 0.32903 2.19941 -4.49916 -1.449 -1.446 1.077
C -0.53070 1.88128 -3.26353 5.522 -1.725 -5.301
N -0.11141 0.53015 -3.11599 -0.281 2.379 -3.006
C 0.62987 -0.04165 -4.15590 1.410 -0.461 1.168
H 1.45218 0.83604 -6.03231 -0.253 0.521 1.375
H 0.38923 3.03741 -5.17567 -0.478 0.641 0.599
H -1.15879 2.42104 -2.55449 0.396 -0.352 -0.386
H -0.40422 0.18548 -2.28988 -0.964 -2.598 2.921
H 1.09494 -1.14876 -4.12926 -1.634 2.809 0.222
C -4.08000 1.17264 3.05691 9.468 -0.322 3.370
C -3.10386 0.03860 2.90849 1.128 3.478 1.456
C -1.74589 0.61666 3.62551 -7.928 -1.634 -3.235
N -2.07155 1.79420 4.18843 1.421 -0.051 -0.332
C -3.29398 2.23416 3.84690 -2.406 -4.815 -2.872
H -5.03011 1.20481 2.73694 -3.127 0.341 -1.000
H -3.37892 -0.92668 2.30834 1.262 1.964 1.418
H -0.89964 0.14747 3.87218 3.042 -1.766 0.658
H -1.27193 2.24724 4.70111 -1.945 -0.038 -0.674
H -3.75478 3.05691 4.19668 -0.871 2.866 1.259
C -2.85934 -1.72685 -1.19800 4.545 -0.054 1.308
C -2.93020 -0.36669 -0.58492 12.297 -6.562 -3.329
C -1.41913 0.00043 -0.37159 -3.100 -3.483 0.026
N -0.64849 -1.20623 -0.57438 -7.657 3.071 -1.264
C -1.39814 -2.18748 -1.09795 -6.393 6.709 1.077
H -3.50702 -2.48621 -1.69031 -0.144 1.289 0.825
H -3.71373 0.09101 -0.36610 -6.451 4.493 1.636
H -0.87235 0.84617 0.01689 -0.499 0.040 0.225
H 0.26207 -1.29117 -0.43111 4.758 -0.220 0.791
H -0.96957 -3.03466 -1.25805 2.223 -5.314 -1.296
C 2.01363 -3.75245 -0.33898 -1.253 8.351 4.957
C 1.29075 -3.75966 0.97486 2.239 4.782 -1.757
C 1.30650 -2.22726 1.43999 2.466 -3.771 -2.153
N 2.14876 -1.46515 0.53573 -1.752 -2.389 -0.068
C 2.46437 -2.21558 -0.59834 -1.397 -4.839 2.336
H 2.18187 -4.55974 -0.90611 0.677 -2.552 -2.283
H 0.96713 -4.69474 1.51978 0.087 1.670 -0.635
H 1.10691 -1.83564 2.43021 -0.142 0.015 -0.304
H 2.39619 -0.43724 0.68613 -0.657 -2.089 -0.343
H 3.03518 -1.88404 -1.45613 -0.123 0.319 0.337
C 1.59786 2.06999 0.06827 4.126 -1.850 0.890
C 1.38462 1.70937 1.41604 6.852 -1.432 -0.059
C 2.68889 1.20271 1.95108 -0.941 0.002 -1.702
N 3.60541 1.10441 0.82973 -1.839 1.458 0.179
C 2.93159 1.70533 -0.30185 1.115 -0.701 1.210
H 0.99319 2.63811 -0.52850 -1.598 0.980 -1.525
H 0.60384 1.88730 2.03276 -2.474 0.461 1.560
H 3.01399 0.83574 2.97912 -0.703 0.551 -1.729
H 4.62194 0.74976 0.80197 -2.570 0.940 0.307
H 3.63244 1.80697 -1.19079 -1.758 0.055 0.982
```
Forces are in eV/Å.

Calculated values
* highest occupied orbital energy: -7.403 eV
* E_tot: -1050.43475 hartree
* frontier orbital gap: 7.8798 eV
* LUMO level: 0.018 Eh
* multiplicity: 1
* structure (SMILES): c1cc[nH]c1.c1cc[nH]c1.c1cc[nH]c1.c1cc[nH]c1.c1cc[nH]c1
* F_max: 14.33 eV/Å
* charge: 0


Entry 2:
The following is a quantum chemistry calculation of C3H3NO2 in the gas phase, from the Open Molecules 2025 dataset.

The geometry in XYZ format:
```
9
Properties=species:S:1:pos:R:3:forces:R:3
O 2.45509 -0.25558 -0.00601 0.032 0.399 -0.280
C 1.27242 -0.15466 -0.03333 -2.978 -1.013 0.796
N 0.35837 0.89033 0.04548 2.181 1.120 -1.186
C -1.01772 0.43662 -0.10961 1.846 0.860 1.604
C -0.89020 -0.89120 -0.00274 -0.743 0.040 -0.508
O 0.38652 -1.30752 -0.02541 1.451 0.445 -0.049
H 0.84530 1.81136 -0.15776 -1.724 -1.403 0.331
H -1.78435 1.14567 0.20679 0.015 -0.598 -0.641
H -1.62541 -1.67502 0.08259 -0.080 0.150 -0.066
```
Forces are in eV/Å.

Calculated values
* highest occupied orbital energy: -8.975 eV
* E_tot: -321.33827 hartree
* frontier orbital gap: 9.7679 eV
* LUMO level: 0.029 Eh
* multiplicity: 1
* structure (SMILES): O=c1[nH]cco1
* F_max: 3.24 eV/Å
* charge: 0


Entry 3:
The following is a quantum chemistry calculation of 12 unconnected molecules or ions with the total composition C4H34N2O11, from the Open Molecules 2025 dataset.

The geometry in XYZ format:
```
51
Properties=species:S:1:pos:R:3:forces:R:3
N -0.05312 0.60599 -1.84218 2.426 -1.782 -0.648
C 1.14462 1.15215 -2.70806 -2.773 -1.154 -0.347
C 2.28627 0.18552 -2.69429 3.030 0.229 1.158
C 2.91921 0.01729 -1.25985 -2.423 1.282 0.848
C 2.72118 -1.36738 -0.67890 0.014 -0.607 0.676
N 1.90404 -1.33438 0.57825 1.717 -2.106 1.575
H 0.24186 -0.22273 -1.22002 -0.482 2.090 -1.012
H -0.51535 1.29265 -1.29930 -0.095 0.761 0.575
H 0.67384 1.01098 -3.73850 0.884 1.270 0.955
H 1.46765 2.19892 -2.42710 -0.637 -1.224 -0.359
H 2.03188 -0.89365 -2.93172 0.129 1.622 -0.827
H 3.15388 0.68476 -3.29904 -1.744 -1.443 0.306
H 2.41408 0.69797 -0.52136 -0.395 -0.429 -0.785
H 3.85862 0.46484 -1.10165 1.860 -0.191 -0.651
H 2.03231 -1.93076 -1.44564 2.041 0.199 1.402
H 3.74535 -1.76042 -0.31434 -1.555 -0.326 -1.680
H 1.46518 -2.33953 0.67980 0.864 2.587 0.256
H 2.66693 -1.33040 1.37805 -2.242 0.130 -1.770
O -1.49889 -3.45004 -1.23654 0.691 -0.800 -1.812
H -2.17491 -3.99180 -1.72856 1.079 0.894 0.746
H -0.78690 -3.27220 -1.93383 -1.752 -0.049 1.216
O 0.29713 0.77751 1.43530 -0.508 0.315 1.088
H -0.20141 1.32061 0.81658 0.335 -0.659 -0.194
H 0.86784 0.11388 1.02125 0.302 -0.543 -0.685
O -2.28510 -1.10366 2.10234 1.908 1.353 0.570
H -1.50236 -0.72367 1.59514 -1.000 -0.343 0.966
H -2.81695 -1.36722 1.38841 -1.342 -0.797 -1.407
O -1.46703 -1.36819 -3.28804 1.096 1.406 -0.622
H -1.03898 -0.48623 -2.98988 -0.630 -1.347 0.168
H -1.17279 -1.41448 -4.21670 -0.362 -0.140 0.451
O -1.52330 3.41107 -0.04509 -0.456 -4.983 1.266
H -1.69343 2.93131 0.84792 -0.035 1.749 -1.754
H -1.64153 4.31208 -0.01741 -0.640 3.076 0.771
O -2.13961 0.52249 0.09709 4.750 -2.774 -1.027
H -2.33196 0.51376 -0.79557 -1.092 0.150 -2.699
H -2.72603 0.92143 0.61871 -3.913 2.769 2.923
O -2.78612 1.68545 2.38725 -1.848 -3.402 0.678
H -2.36072 1.98010 3.16985 1.052 1.302 0.997
H -3.03191 0.73003 2.74819 0.634 2.369 -1.669
O 0.37827 -3.47225 1.13790 -1.375 -1.638 -0.542
H -0.14306 -3.83509 1.89907 0.554 0.856 -0.760
H -0.12735 -3.71505 0.31619 0.299 0.245 1.122
O -0.35126 2.58751 3.17464 -4.350 -1.674 0.865
H 0.40745 3.05906 3.13719 3.800 1.994 -0.336
H -0.19598 1.68676 2.86110 0.618 0.077 -0.346
O -0.72538 -2.57689 3.50641 1.281 1.679 0.809
H -1.45823 -1.94282 3.33022 0.236 -0.902 -0.217
H 0.03734 -1.92603 3.56432 -1.107 -1.439 -0.079
O 1.02951 3.42173 0.07144 0.249 1.964 -0.520
H 0.90659 4.40127 -0.12454 0.560 -1.837 0.385
H 0.09863 3.13778 -0.00450 0.347 0.220 -0.023
```
Forces are in eV/Å.

Calculated values
* highest occupied orbital energy: -9.513 eV
* E_tot: -1109.83816 hartree
* frontier orbital gap: 9.8650 eV
* LUMO level: 0.013 Eh
* multiplicity: 1
* structure (SMILES): NCCCCN.O.O.O.O.O.O.O.O.O.O.O
* F_max: 5.61 eV/Å
* charge: 0